No. 1
Molecular formula: C3H9NOS
Method: DFT, the ωB97M-V functional and the def2-TZVPD basis

Geometry as XYZ:
```
15
C3H9NOS, DFT the ωB97M-V functional and the def2-TZVPD basis
C 0.9407 -1.9497 5.3365
C -0.2726 -1.6584 4.4049
S 0.2286 -0.5641 3.0427
H 1.6072 -2.6867 4.9015
H 1.5653 -1.0497 5.3713
H 0.4949 -2.1409 6.3001
H -1.0352 -1.0706 4.9110
H -0.7121 -2.5669 3.9969
H -0.1042 0.5668 3.6666
C -0.7300 1.8698 -5.5138
N 0.3238 2.1569 -6.3155
O -0.9699 0.8196 -4.9597
H -1.3659 2.7746 -5.3626
H 0.4928 3.1260 -6.4559
H 0.9577 1.4023 -6.4249
```

* highest occupied orbital energy (alpha / beta): -11.60 / -11.60 eV
* strongest force on any atom: 1.7 eV/A
* E: -647.5393 Eh
* energy above the lowest of the compared OMol25 structures with the same formula, charge and spin: 14.1 kcal/mol
* spin multiplicity: 2
* LUMO level (alpha / beta): -4.282 / -9.276 eV
* total charge: +1
* Kohn-Sham gap (alpha / beta): 7.32 / 2.32 eV
* molecular weight: 107.18 g/mol


No. 2
Molecular formula: C6H11N3O
Method: DFT, the ωB97M-V functional and the def2-TZVPD basis

Geometry as XYZ:
```
21
C6H11N3O, DFT the ωB97M-V functional and the def2-TZVPD basis
C -0.0298 0.0714 -2.5786
O -0.1858 -0.9176 -1.6199
C -0.2385 -0.6169 -0.3111
C 0.2490 0.8221 0.5598
C 0.4988 2.2330 0.2668
C -0.0689 0.3355 1.7830
N 0.2723 0.9992 3.0586
N -0.5640 -0.8899 1.8884
N -0.7033 -1.3916 0.6362
C -0.7954 -2.8928 0.4805
H -0.9756 0.4680 -2.9034
H 0.4639 -0.3212 -3.4486
H 0.6902 0.8809 -2.2447
H 0.8475 2.5813 -0.7179
H -0.4716 2.8199 0.2125
H 1.1074 2.6824 0.9807
H 0.4390 0.2992 3.8151
H -0.5700 1.5117 3.4136
H -0.0952 -3.3622 -0.1828
H -0.6384 -3.3268 1.5445
H -1.8592 -3.1915 0.1986
```

* highest occupied orbital energy: -7.44 eV
* strongest force on any atom: 6.7 eV/A
* E: -474.6093 Eh
* energy above the lowest of the compared OMol25 structures with the same formula, charge and spin: 98.4 kcal/mol
* LUMO level: 0.843 eV
* total charge: 0
* Kohn-Sham gap: 8.28 eV
* SMILES: COc1c(C)c(N)nn1C
* molecular weight: 141.17 g/mol


No. 3
Molecular formula: H32O16
Method: DFT, the ωB97M-V functional and the def2-TZVPD basis

Geometry as XYZ:
```
48
H32O16, DFT the ωB97M-V functional and the def2-TZVPD basis
O -2.8730 -1.0495 0.5211
H -3.1970 -0.4535 1.2401
H -2.0420 -0.6745 0.3641
O 1.3220 0.8985 3.6891
H 1.7360 0.9355 2.8041
H 1.7710 0.2595 4.2201
O 0.1700 -0.6145 0.2671
H 0.0520 0.3345 0.4551
H 0.3500 -0.6325 -0.6849
O -1.5140 0.9745 -1.7189
H -2.1970 1.0585 -0.9929
H -1.9740 1.4525 -2.3679
O -2.9830 2.0105 0.4201
H -2.3120 2.0715 1.0651
H -3.7120 2.4775 0.8341
O 1.1260 2.1845 -1.3129
H 0.4730 1.5185 -1.5699
H 1.4870 2.4985 -2.1219
O -0.4220 4.0775 0.0491
H -1.3210 4.2505 -0.2319
H -0.3670 3.1405 0.1701
O -1.5640 -3.2035 1.2361
H -2.2890 -2.5615 1.1501
H -1.0020 -3.0415 0.4681
O -0.6420 1.7925 1.8651
H -0.5740 2.6645 2.2871
H -0.6690 1.1735 2.5781
O 0.4640 -0.7805 -2.4639
H 1.2480 -0.6835 -3.0279
H -0.0980 -0.1065 -2.8119
O -2.0450 -1.9305 -2.2139
H -2.6400 -1.5845 -2.8609
H -1.6930 -1.0985 -1.9549
O 3.1230 -0.1055 -0.9499
H 2.7110 0.3835 -0.2289
H 2.7490 0.3285 -1.7009
O -0.1870 -3.2915 -0.9269
H 0.6980 -3.0095 -1.0289
H -0.7500 -2.6815 -1.4359
O 1.2450 -2.2845 2.3621
H 1.0400 -1.6245 1.7031
H 1.4340 -1.8805 3.2021
O 2.5810 1.1715 1.3751
H 2.3950 2.1265 1.2891
H 3.5310 1.0525 1.5621
O 2.4030 -2.8045 -1.2599
H 2.1310 -2.7675 -2.1679
H 2.8290 -1.9735 -1.1459
```

* highest occupied orbital energy: -8.20 eV
* strongest force on any atom: 3.4 eV/A
* E: -1222.9954 Eh
* energy above the lowest of the compared OMol25 structures with the same formula, charge and spin: 127.6 kcal/mol
* LUMO level: -0.650 eV
* total charge: 0
* Kohn-Sham gap: 7.55 eV
* molecular weight: 288.24 g/mol


No. 4
Molecular formula: C52H110F12N6O8
Method: DFT, the ωB97M-V functional and the def2-TZVPD basis

Geometry as XYZ:
```
188
C52H110F12N6O8, DFT the ωB97M-V functional and the def2-TZVPD basis
C 17.5920 -1.8444 -2.6628
C 18.1623 -1.4214 -4.0229
O 17.7839 -2.3122 -5.0769
C 16.6247 -2.1860 -5.6739
O 15.8677 -1.2621 -5.5639
C 16.2225 -3.4253 -6.4902
F 15.1523 -4.0034 -5.9401
F 15.8896 -3.0247 -7.7239
F 17.1965 -4.3266 -6.5862
H 16.5320 -2.0843 -2.7003
H 17.8039 -1.1155 -1.8818
H 18.1748 -2.7142 -2.3470
H 19.2496 -1.4031 -4.0907
H 17.9206 -0.3838 -4.2616
C 15.1784 0.4925 1.2118
C 16.2354 0.5912 0.1295
O 17.4328 1.0186 0.7743
C 18.4698 1.3860 0.0099
O 18.4099 1.4602 -1.1782
C 19.7748 1.7346 0.8171
F 19.8495 3.0568 0.9266
F 19.7924 1.1804 2.0165
F 20.8384 1.3062 0.1095
H 15.3925 0.0057 2.1612
H 14.2539 0.0213 0.8694
H 14.8783 1.5311 1.3798
H 15.8556 1.2887 -0.6151
H 16.4315 -0.3932 -0.2994
C 13.1963 -6.7528 0.9180
C 11.9871 -6.6987 1.8157
O 11.9591 -5.5005 2.5945
C 10.9733 -4.6122 2.3737
O 10.1131 -4.7549 1.5648
C 11.0222 -3.3736 3.2718
F 11.8435 -3.5699 4.3051
F 11.4905 -2.3926 2.4936
F 9.8386 -3.0709 3.7809
H 13.3107 -7.7485 0.4873
H 14.1213 -6.5545 1.4595
H 13.0685 -6.0341 0.1071
H 12.0514 -7.4815 2.5749
H 11.0813 -6.9334 1.2570
C 22.3441 -0.9600 -1.7004
C 21.4560 -1.8280 -0.8198
O 22.0022 -3.1495 -0.6890
C 21.4352 -4.1252 -1.3679
O 20.5241 -4.0178 -2.1361
C 22.0463 -5.4931 -1.0300
F 21.0914 -6.4098 -1.0273
F 22.9364 -5.8546 -1.9567
F 22.6581 -5.4538 0.1508
H 22.0290 0.0836 -1.6994
H 22.3217 -1.2508 -2.7536
H 23.4041 -0.9501 -1.4451
H 20.4590 -1.9228 -1.2452
H 21.4924 -1.3910 0.1748
C 15.9282 -3.1486 9.6933
C 16.4011 -4.5274 9.1754
N 17.8050 -4.6924 8.8753
C 18.4248 -3.7541 7.9537
C 17.7422 -3.7499 6.5857
C 18.6025 -4.7476 10.0990
C 18.1822 -5.8968 11.0271
H 14.8431 -3.1181 9.7658
H 16.2944 -2.3206 9.0867
H 16.3875 -3.0285 10.6786
H 16.0231 -5.3553 9.7727
H 15.8043 -4.6884 8.2675
H 18.5560 -2.7203 8.2987
H 19.4416 -4.1063 7.7693
H 17.7833 -4.6392 5.9564
H 16.6797 -3.4930 6.6186
H 18.2106 -2.9515 6.0035
H 18.6412 -3.8058 10.6641
H 19.6382 -4.9334 9.8010
H 17.3166 -5.6351 11.6355
H 18.9647 -6.1514 11.7438
H 17.9967 -6.7876 10.4268
C 24.0339 -4.3799 7.4792
C 23.1246 -3.1413 7.5322
N 22.5852 -2.6200 6.2847
C 21.7183 -3.6110 5.6616
C 20.8037 -3.0403 4.5581
C 23.6455 -2.2524 5.3162
C 24.5788 -1.1900 5.8710
H 24.9573 -4.2039 6.9197
H 23.5741 -5.2189 6.9563
H 24.3448 -4.6970 8.4738
H 22.2632 -3.4374 8.1418
H 23.5306 -2.3300 8.1381
H 22.2619 -4.4770 5.2628
H 21.0352 -3.9632 6.4352
H 20.1822 -3.8834 4.2539
H 20.1374 -2.2766 4.9618
H 21.2811 -2.6226 3.6739
H 23.1359 -1.8475 4.4433
H 24.1608 -3.1834 5.0516
H 25.0498 -1.5164 6.8007
H 24.0237 -0.2784 6.0862
H 25.4323 -1.0201 5.2139
C 15.1521 0.4782 9.0027
C 15.6782 0.2623 7.5842
N 14.5863 0.1793 6.5955
C 13.8098 -1.0400 6.8095
C 12.5536 -1.1267 5.9459
C 15.1256 0.3023 5.2366
C 15.4958 1.7277 4.9043
H 16.0322 0.6025 9.6360
H 14.6157 -0.3888 9.3911
H 14.4771 1.3306 9.0275
H 16.2344 1.1949 7.4464
H 16.4823 -0.4825 7.5122
H 14.4521 -1.9312 6.8187
H 13.4109 -0.9565 7.8240
H 11.7022 -1.6486 6.3764
H 12.2053 -0.1311 5.6663
H 12.8694 -1.6301 5.0322
H 14.3074 0.0629 4.5540
H 16.0118 -0.3259 5.0723
H 16.3171 2.0794 5.5358
H 14.6820 2.4368 5.0645
H 15.8593 1.8780 3.8862
C 16.4509 -5.4287 -3.2042
C 17.9558 -5.2994 -3.5205
N 18.3838 -6.1467 -4.6239
C 18.1389 -7.5730 -4.3065
C 19.0358 -8.1352 -3.1963
C 19.7412 -5.8211 -5.0344
C 20.1005 -6.5518 -6.3369
H 16.1698 -6.3147 -2.6375
H 15.8086 -5.3425 -4.0814
H 16.2536 -4.5416 -2.5928
H 18.1783 -4.2602 -3.7669
H 18.4583 -5.5005 -2.5652
H 18.2821 -8.1461 -5.2243
H 17.0741 -7.6837 -4.1157
H 18.9351 -7.6513 -2.2229
H 20.1083 -8.1998 -3.3673
H 18.5969 -9.1293 -3.0581
H 19.7684 -4.7502 -5.2545
H 20.5255 -5.9461 -4.2762
H 21.0977 -6.1840 -6.6054
H 20.1816 -7.6280 -6.2033
H 19.5048 -6.2325 -7.1899
C 16.4846 -7.8333 6.6057
C 16.5587 -7.5500 5.0885
N 16.6485 -8.7478 4.2808
C 17.1456 -8.4574 2.9460
C 17.6281 -9.6952 2.1886
C 15.4508 -9.5790 4.3283
C 14.1402 -8.9466 3.8152
H 17.0475 -8.7161 6.9003
H 15.4462 -7.9354 6.9273
H 16.8563 -6.9301 7.0913
H 15.6874 -6.9442 4.7970
H 17.4150 -6.8918 4.9331
H 16.4015 -7.9199 2.3415
H 18.0346 -7.8235 2.9938
H 18.3785 -10.3122 2.6855
H 16.7894 -10.3971 2.1266
H 17.9652 -9.5022 1.1709
H 15.4005 -9.8466 5.3857
H 15.5924 -10.5296 3.8157
H 13.2521 -9.5686 3.9419
H 14.1607 -8.7760 2.7369
H 13.9482 -8.0107 4.3417
C 14.8732 -3.1431 3.4696
C 15.7584 -4.0438 2.6318
N 16.7606 -3.2861 1.9007
C 17.0307 -3.8349 0.5605
C 17.8997 -5.1015 0.6614
C 17.9042 -2.9419 2.7417
C 18.8517 -2.0623 1.9812
H 14.4552 -2.3079 2.9094
H 15.4418 -2.6965 4.2917
H 14.1341 -3.7473 3.9953
H 16.1877 -4.8501 3.2454
H 15.1678 -4.5680 1.8763
H 16.1082 -4.0876 0.0407
H 17.5887 -3.1010 -0.0234
H 17.3490 -5.8409 1.2500
H 17.9503 -5.5981 -0.3115
H 18.8709 -4.9252 1.1189
H 18.4067 -3.7584 3.2720
H 17.4412 -2.3134 3.5092
H 18.2869 -1.2341 1.5532
H 19.3630 -2.6287 1.2001
H 19.5864 -1.6782 2.6875
```

* highest occupied orbital energy: -8.04 eV
* strongest force on any atom: 2.3 eV/A
* E: -4176.0963 Eh
* energy above the lowest of the compared OMol25 structures with the same formula, charge and spin: 0.0 kcal/mol
* LUMO level: 0.429 eV
* total charge: 0
* Kohn-Sham gap: 8.47 eV
* SMILES: CCOC(=O)C(F)(F)F.CCOC(=O)C(F)(F)F.CCOC(=O)C(F)(F)F.CCOC(=O)C(F)(F)F.CCN(CC)CC.CCN(CC)CC.CCN(CC)CC.CCN(CC)CC.CCN(CC)CC.CCN(CC)CC
* molecular weight: 1175.46 g/mol


No. 5
Molecular formula: C3H7NO2S
Method: DFT, the ωB97M-V functional and the def2-TZVPD basis

Geometry as XYZ:
```
14
C3H7NO2S, DFT the ωB97M-V functional and the def2-TZVPD basis
C 2.0083 -1.7269 0.0090
C -2.1199 1.5255 -0.2058
C 2.6005 -0.4175 -0.0838
N 3.1591 0.5929 -0.0992
O 3.6825 1.6641 -0.1461
O -1.3862 -1.0524 -0.3867
S -0.9421 0.1814 0.2659
H 2.0964 -2.1055 1.0283
H 2.5082 -2.4191 -0.6666
H 0.9505 -1.6936 -0.2555
H -2.2235 1.5688 -1.2847
H -1.7178 2.4538 0.1883
H -3.0785 1.3042 0.2483
H 0.0249 0.6916 -0.6197
```

* highest occupied orbital energy: -9.48 eV
* strongest force on any atom: 1.9 eV/A
* E: -721.7846 Eh
* energy above the lowest of the compared OMol25 structures with the same formula, charge and spin: 111.7 kcal/mol
* LUMO level: 0.584 eV
* total charge: 0
* Kohn-Sham gap: 10.06 eV
* molecular weight: 121.16 g/mol


No. 6
Molecular formula: C21H33MnN3O7P2
Method: DFT, the ωB97M-V functional and the def2-TZVPD basis

Geometry as XYZ:
```
67
C21H33MnN3O7P2, DFT the ωB97M-V functional and the def2-TZVPD basis
P 0.8413 -1.8739 -1.5138
P 1.4054 1.0543 -1.6744
C 0.7788 -1.0351 -3.2147
C 1.8649 0.0457 -3.2407
H -0.2312 -0.6073 -3.3162
H 0.8465 -1.7855 -4.0219
H 2.8646 -0.4089 -3.1880
H 1.7863 0.6626 -4.1518
C 0.4086 2.1711 -2.8233
H 0.1020 3.0809 -2.2917
H -0.4954 1.7036 -3.2382
H 1.0367 2.5064 -3.6725
C 2.5583 2.4580 -1.3137
H 2.5791 3.1944 -2.1332
H 3.5688 2.1370 -1.0227
H 2.0528 2.9247 -0.4512
C -0.1063 -3.3105 -2.2501
H 0.0820 -4.2459 -1.7202
H 0.2091 -3.4800 -3.2914
H -1.1944 -3.2087 -2.3178
C 2.5262 -2.6215 -1.7727
H 3.3763 -1.9906 -1.3741
H 2.5771 -2.9257 -2.8362
H 2.5599 -3.5054 -1.1276
Mn 2.4444 -0.8732 0.0217
C -2.0772 2.1528 -0.7468
C -2.9514 2.5180 -1.6716
C -4.3193 1.8963 -1.8313
C -4.4139 0.3581 -1.8099
C -3.2051 -0.4589 -2.1366
C -2.4259 -0.9671 -1.1763
C -1.7897 -0.2635 -0.0369
C -2.1976 1.1498 0.3911
C 2.3655 -2.4964 1.4041
H -1.1173 2.6685 -0.6134
H -2.7083 3.3855 -2.3200
H -4.7134 2.1596 -2.8130
H -5.0326 2.2549 -1.0667
H -4.6866 0.1759 -0.7625
H -5.2209 0.0203 -2.4865
H -3.0464 -0.7429 -3.1751
H -2.2061 -2.0481 -1.1630
H -0.7142 -0.2390 -0.2975
H -1.8819 -0.9313 0.8172
H -3.1641 1.1898 0.9443
H -1.4107 1.3988 1.1458
H 1.8856 -2.4370 2.3992
H 3.4577 -2.8148 1.5019
H 1.6943 -3.1396 0.8063
O -0.5406 1.8321 6.8362
N 0.5938 1.6064 6.3804
O 1.6378 1.7329 7.0508
C 0.7167 1.1164 5.0354
C -0.4423 0.7912 4.3279
C -0.3297 -0.2042 3.3743
C 0.9401 -0.2369 2.6310
O 0.9645 -0.2064 1.3511
C 2.1327 0.0314 3.4611
C 2.0111 0.7580 4.6325
N 3.5605 -0.2020 3.0077
O 4.3765 -0.6863 3.8113
O 3.8881 0.1855 1.8419
N -1.5103 -1.0251 3.0880
O -2.6242 -0.4832 3.3401
O -1.4205 -2.2168 2.7162
H -1.3987 1.2514 4.5532
H 2.8822 1.0994 5.1948
```

* highest occupied orbital energy (alpha / beta): -7.46 / -8.21 eV
* strongest force on any atom: 3.8 eV/A
* E: -3344.0877 Eh
* energy above the lowest of the compared OMol25 structures with the same formula, charge and spin: 0.0 kcal/mol
* spin multiplicity: 6
* LUMO level (alpha / beta): -1.032 / -1.096 eV
* total charge: 0
* Kohn-Sham gap (alpha / beta): 6.43 / 7.12 eV
* molecular weight: 556.39 g/mol


No. 7
Molecular formula: C4H6N2O2
Method: DFT, the ωB97M-V functional and the def2-TZVPD basis

Geometry as XYZ:
```
14
C4H6N2O2, DFT the ωB97M-V functional and the def2-TZVPD basis
H 2.0947 2.1499 0.5292
N 2.5009 1.2390 0.0368
C 1.7694 0.1748 0.1892
N 2.2866 -1.1384 -0.4571
O 0.2270 -0.2012 0.7758
C -0.7776 0.7210 0.1687
O -0.4020 1.9217 -0.4623
C -2.1757 0.4549 0.1361
C -2.5573 -0.7867 -0.1660
H 1.9480 -1.9157 0.0046
H 3.3094 -1.0928 -0.2170
H -2.9273 1.2053 0.2201
H -3.5926 -1.2909 -0.4926
H -1.7034 -1.4409 -0.2654
```

* highest occupied orbital energy: -9.99 eV
* strongest force on any atom: 9.5 eV/A
* E: -415.8538 Eh
* energy above the lowest of the compared OMol25 structures with the same formula, charge and spin: 117.3 kcal/mol
* LUMO level: -0.128 eV
* total charge: 0
* Kohn-Sham gap: 9.87 eV
* SMILES: [H]/N=C(/N)OC(=O)C=C
* molecular weight: 114.10 g/mol


No. 8
Molecular formula: C4H5N3O
Method: DFT, the ωB97M-V functional and the def2-TZVPD basis

Geometry as XYZ:
```
13
C4H5N3O, DFT the ωB97M-V functional and the def2-TZVPD basis
C 0.2875 -1.4895 -0.3402
C 0.9995 0.5554 0.3045
C -0.7392 1.5335 0.7606
C -0.0749 -0.0267 -0.6289
H 0.1079 -2.1000 -1.1445
H -0.3036 -1.9150 0.4527
H -1.3851 2.0139 1.4527
H -2.0477 0.9017 -0.4608
H 0.1370 0.1368 -1.6728
N 2.0249 -0.2646 0.4797
N 0.5213 1.3432 1.2623
N -1.1746 0.7194 -0.1988
O 1.6469 -1.4080 -0.2665
```

* highest occupied orbital energy: -8.00 eV
* strongest force on any atom: 5.2 eV/A
* E: -394.7860 Eh
* energy above the lowest of the compared OMol25 structures with the same formula, charge and spin: 113.9 kcal/mol
* LUMO level: 0.321 eV
* total charge: 0
* Kohn-Sham gap: 8.32 eV
* molecular weight: 111.10 g/mol


Q: Which formula does entry 1 have?
A: C3H9NOS


Q: total charge of number 8 (C4H5N3O)?
A: 0


Q: molecular weight of number 5 (C3H7NO2S)?
A: 121.16 g/mol